The following is a quantum chemistry calculation of a structure of composition C23H24N2W in a non-equilibrium geometry, from the OMol25 dataset.

HOMO energy (spin up / spin down) = -13.76 / -13.63 eV
Expectation value of S² = 2.018
Gap between HOMO and LUMO (spin up / spin down) = 5.275 / 5.199 eV

Structure (ORCA input):
```
! RIJCOSX wB97M-V def2-TZVPD def2/J DEFGRID3
* xyz 2 3
C -3.193 0.206 -0.622
C -1.489 2.069 -2.766
H -3.448 -0.840 -0.795
H -3.704 0.773 -1.439
H -3.651 0.556 0.303
H -0.994 1.584 -3.618
H -2.568 2.074 -3.013
H -1.188 3.106 -2.698
C -0.612 -1.923 -1.065
C 0.276 -2.971 -0.917
C 1.615 -2.833 -1.274
C 2.051 -1.601 -1.726
H -1.678 -2.021 -0.877
H -0.107 -3.914 -0.526
H 2.305 -3.668 -1.193
H 3.083 -1.419 -2.013
N -0.164 -0.680 -1.417
C 1.174 -0.519 -1.759
C 1.597 0.855 -1.991
N 0.725 1.795 -1.511
C 1.052 3.111 -1.696
C 3.081 2.558 -2.871
C 2.143 3.511 -2.453
H 0.334 3.846 -1.318
H 2.243 4.569 -2.701
C 2.808 1.223 -2.608
H 3.486 0.425 -2.903
H 3.992 2.859 -3.385
W -1.422 0.958 -1.127
C -1.174 2.154 0.438
H -1.299 3.210 0.164
H -0.186 2.034 0.896
H -1.922 1.873 1.187
C 2.122 -1.344 3.647
C 2.168 -0.579 2.470
C 1.008 -0.319 1.759
C -0.251 -0.820 2.173
C -1.437 -0.673 1.417
C -2.600 -1.274 1.838
C -2.650 -2.012 3.068
C -1.517 -2.179 3.837
C -0.290 -1.609 3.410
C 0.909 -1.835 4.110
H 3.042 -1.553 4.190
H 3.119 -0.188 2.107
H 1.048 0.267 0.832
H -3.537 -1.225 1.285
H -3.609 -2.439 3.354
H -1.562 -2.752 4.769
H 0.870 -2.422 5.028
*
```

The following is a quantum chemistry calculation of an isolated molecule of C23H24N4O4S in a non-equilibrium geometry, from the OMol25 dataset.

SMILES = COc1ccccc1Cn1c(=S)[nH]c2cc(C(=O)N3CCC(C(N)=O)CC3)ccc2c1=O
HOMO energy = -7.90 eV
Energy above the lowest of the compared OMol25 structures with the same formula, charge and spin = 21.0314 eV
Gap between HOMO and LUMO = 8.175 eV

Structure (ORCA input):
```
! RIJCOSX wB97M-V def2-TZVPD def2/J DEFGRID3
* xyz 0 1
C -1.397 -2.409 -3.769
O -0.062 -2.175 -3.597
C 0.846 -3.312 -4.034
C 0.523 -4.431 -4.606
C 1.226 -5.637 -5.004
C 2.585 -5.625 -4.797
C 3.077 -4.175 -4.393
C 2.240 -3.179 -4.009
C 2.847 -1.944 -3.299
N 1.869 -1.413 -2.380
C 1.889 -2.111 -1.288
S 2.922 -3.484 -0.798
N 0.969 -1.671 -0.156
C 0.374 -0.457 -0.339
C -0.608 -0.297 0.733
C -1.249 0.940 0.658
C -2.432 1.582 1.361
O -3.555 0.972 1.554
N -1.828 2.198 2.598
C -0.766 2.811 2.556
C -0.649 4.005 3.466
C -1.133 3.810 4.859
C 0.279 3.334 5.659
N 0.592 4.394 6.231
O 0.625 2.181 5.641
C -2.275 2.580 4.792
C -2.926 2.503 3.745
C -1.209 1.652 -0.600
C -0.421 1.503 -1.609
C 0.362 0.125 -1.426
C 1.441 -0.152 -2.561
O 1.487 0.285 -3.541
H -1.636 -2.383 -4.788
H -1.814 -3.230 -3.105
H -1.920 -1.544 -3.383
H -0.741 -4.701 -4.628
H 0.685 -6.241 -5.392
H 3.168 -6.149 -5.196
H 4.074 -4.093 -4.195
H 3.783 -2.062 -3.059
H 2.807 -1.291 -4.218
H 1.065 -2.224 0.867
H -0.654 -0.750 1.738
H -0.213 2.738 1.629
H 0.026 2.104 3.293
H 0.278 4.557 3.298
H -1.245 4.814 2.832
H -1.507 4.716 5.241
H 0.514 5.448 6.226
H 1.498 3.939 6.909
H -1.533 1.666 5.136
H -2.853 2.891 5.559
H -3.529 3.288 3.312
H -3.622 1.723 3.579
H -1.947 2.464 -0.756
H -0.328 1.913 -2.547
*
```

The following is a quantum chemistry calculation of an isolated molecule of C23H24N4O6 in a non-equilibrium geometry, from the OMol25 dataset.

SMILES = CCOc1cc(/C=C2/NC(=O)N(CC(=O)Nc3cccc(C)c3)C2=O)ccc1OCC(N)=O
HOMO energy = -8.25 eV
Energy above the lowest of the compared OMol25 structures with the same formula, charge and spin = 0.1959 eV
Gap between HOMO and LUMO = 7.609 eV

Structure (ORCA input):
```
! RIJCOSX wB97M-V def2-TZVPD def2/J DEFGRID3
* xyz 0 1
C -5.474 0.115 2.509
C -6.143 0.899 1.384
O -5.278 1.870 0.820
C -4.105 1.476 0.239
C -3.023 2.311 0.453
C -1.760 2.077 -0.109
C -0.723 3.029 0.182
C 0.589 3.092 -0.147
N 1.388 4.153 0.276
C 2.681 4.040 -0.149
O 3.586 4.809 0.026
N 2.730 2.839 -0.860
C 3.936 2.377 -1.510
C 4.592 1.169 -0.804
O 5.699 1.246 -0.325
N 3.800 0.074 -0.828
C 4.040 -1.195 -0.288
C 3.009 -2.127 -0.370
C 3.190 -3.398 0.139
C 4.391 -3.749 0.729
C 5.427 -2.827 0.818
C 6.731 -3.214 1.448
C 5.245 -1.550 0.308
C 1.504 2.227 -0.914
O 1.299 1.177 -1.497
C -1.607 0.932 -0.893
C -2.677 0.093 -1.125
C -3.939 0.350 -0.597
O -5.036 -0.430 -0.848
C -4.926 -1.472 -1.792
C -4.130 -2.685 -1.290
N -4.208 -2.859 0.044
O -3.518 -3.412 -2.034
H -4.595 -0.410 2.139
H -6.173 -0.607 2.924
H -5.156 0.791 3.300
H -6.525 0.221 0.616
H -6.975 1.488 1.778
H -3.191 3.174 1.078
H -1.065 3.862 0.789
H 1.058 4.932 0.821
H 3.702 2.101 -2.544
H 4.646 3.207 -1.490
H 2.881 0.179 -1.256
H 2.072 -1.848 -0.831
H 2.389 -4.120 0.072
H 4.528 -4.746 1.124
H 6.564 -3.676 2.420
H 7.373 -2.347 1.575
H 7.249 -3.939 0.820
H 6.039 -0.824 0.369
H -0.653 0.697 -1.331
H -2.520 -0.781 -1.737
H -5.955 -1.799 -1.977
H -4.498 -1.124 -2.738
H -3.732 -3.635 0.470
H -4.753 -2.237 0.616
*
```

The following is a quantum chemistry calculation of a cluster of 3 separate species, C23H25F7NO12 in total in a non-equilibrium geometry, from the OMol25 dataset.

HOMO energy = -12.90 eV
Energy above the lowest of the compared OMol25 structures with the same formula, charge and spin = 15.6194 eV
Gap between HOMO and LUMO = 7.208 eV

Structure (ORCA input):
```
! RIJCOSX wB97M-V def2-TZVPD def2/J DEFGRID3
* xyz 1 1
C 3.691 -1.588 -0.762
C 3.794 -0.411 -1.946
O 4.795 -0.914 -2.944
C 2.362 -0.223 -2.714
O 1.793 1.129 -2.686
C 1.684 1.677 -1.328
C 2.796 2.852 -0.902
C 3.867 3.322 -2.050
C 4.592 4.780 -1.744
O 3.889 5.834 -1.311
F 6.069 4.839 -2.035
C 2.777 3.509 0.636
C 1.619 2.918 1.642
C 0.577 1.782 1.069
N 0.617 1.207 -0.363
C -0.473 0.181 -0.671
O -0.292 -1.161 -0.599
C -2.033 0.638 -1.064
F -3.019 -0.470 -0.877
F -2.399 1.656 -0.008
C -2.149 1.422 -2.494
F -3.396 2.272 -2.401
F -1.044 2.378 -2.780
C -2.347 0.478 -3.813
F -3.782 0.489 -4.274
F -1.593 1.163 -4.930
C -1.725 -1.032 -3.709
O -2.588 -2.036 -3.386
O -0.339 -1.441 -3.980
H 2.740 -1.457 -0.084
H 4.633 -1.408 -0.073
H 3.738 -2.659 -1.261
H 4.262 0.562 -1.499
H 5.246 -0.065 -3.254
H 1.650 -1.075 -2.334
H 2.568 -0.472 -3.864
H 3.233 3.492 -3.046
H 4.687 2.533 -2.323
H 3.562 4.322 0.964
H 1.563 3.325 2.762
H -0.255 1.407 1.832
H 0.157 -0.758 -4.519
C -6.287 1.540 1.755
C -5.290 0.770 2.596
C -5.456 0.974 4.072
O -4.153 0.709 4.562
C -3.291 1.017 3.545
O -2.081 1.086 3.662
O -3.970 1.241 2.378
H -5.988 1.531 0.702
H -7.289 1.108 1.841
H -6.335 2.592 2.058
H -5.314 -0.293 2.329
H -6.183 0.286 4.512
H -5.724 2.001 4.345
C -0.459 -5.399 2.264
C 0.944 -4.903 2.548
C 0.998 -3.493 3.055
O 2.298 -3.082 2.665
C 2.616 -3.817 1.556
O 3.580 -3.607 0.841
O 1.706 -4.819 1.354
H -0.427 -6.336 1.698
H -1.012 -5.566 3.193
H -1.017 -4.683 1.651
H 1.458 -5.596 3.224
H 0.882 -3.432 4.140
H 0.270 -2.828 2.577
*
```

The following is a quantum chemistry calculation of a cluster of 4 separate species, C23H25FI2N4O8 in total, from the OMol25 dataset.

SMILES = NCCO[C@@H](I)CO[C@H](F)I.O=[N+]([O-])c1ccccc1.O=[N+]([O-])c1ccccc1.O=[N+]([O-])c1ccccc1
HOMO energy = -9.44 eV
Gap between HOMO and LUMO = 8.700 eV

Structure (ORCA input):
```
! RIJCOSX wB97M-V def2-TZVPD def2/J DEFGRID3
* xyz 0 1
N -6.893 -3.399 1.929
C -5.550 -3.233 1.368
C -4.508 -3.349 2.484
O -3.377 -2.502 2.272
C -2.527 -2.940 1.258
I -2.119 -1.353 -0.120
C -1.248 -3.474 1.876
O -0.397 -4.067 0.900
C -0.657 -5.346 0.538
F 0.515 -6.027 0.477
I -1.559 -5.404 -1.431
H -7.589 -3.008 1.306
H -7.129 -4.381 2.027
H -5.471 -2.219 0.969
H -5.340 -3.929 0.548
H -4.953 -3.022 3.420
H -4.161 -4.385 2.607
H -2.998 -3.691 0.620
H -1.518 -4.210 2.645
H -0.668 -2.679 2.340
H -1.339 -5.873 1.208
O -1.859 1.256 -2.156
N -1.860 2.091 -1.268
O -2.797 2.305 -0.528
C -0.632 2.886 -1.077
C 0.439 2.663 -1.923
C 1.590 3.411 -1.732
C 1.651 4.352 -0.712
C 0.562 4.552 0.126
C -0.600 3.816 -0.054
H 0.360 1.923 -2.705
H 2.440 3.259 -2.384
H 2.547 4.941 -0.564
H 0.619 5.289 0.916
H -1.464 3.947 0.579
O 2.423 -2.715 -7.711
N 1.442 -2.149 -7.271
O 0.692 -1.455 -7.927
C 1.137 -2.321 -5.835
C 1.989 -3.093 -5.066
C 1.696 -3.248 -3.720
C 0.574 -2.639 -3.175
C -0.265 -1.870 -3.970
C 0.013 -1.703 -5.318
H 2.851 -3.555 -5.522
H 2.343 -3.852 -3.097
H 0.347 -2.764 -2.124
H -1.141 -1.401 -3.540
H -0.619 -1.112 -5.965
O 2.705 6.403 1.649
N 3.301 6.576 2.696
O 3.584 7.661 3.157
C 3.704 5.374 3.456
C 3.383 4.129 2.946
C 3.762 3.009 3.669
C 4.444 3.152 4.871
C 4.752 4.415 5.359
C 4.380 5.546 4.650
H 2.849 4.048 2.011
H 3.522 2.025 3.291
H 4.737 2.273 5.430
H 5.282 4.522 6.296
H 4.604 6.542 5.002
*
```

The following is a quantum chemistry calculation of a structure of composition C23H25I2N2O5SW, from the OMol25 dataset.

HOMO energy = -17.36 eV
Energy above the lowest of the compared OMol25 structures with the same formula, charge and spin = 1.2213 eV
Gap between HOMO and LUMO = 5.479 eV

Structure (ORCA input):
```
! RIJCOSX wB97M-V def2-TZVPD def2/J DEFGRID3
* xyz 3 1
W 0.791 -0.324 -0.248
O -1.181 -0.494 -1.237
C -2.047 0.654 -1.583
C -1.483 1.513 -2.706
N -0.269 2.281 -2.444
C -0.241 3.295 -1.450
C 0.139 2.843 -0.036
O 0.439 3.335 0.962
O 0.049 1.284 -0.025
C 0.951 1.971 -3.179
C 1.571 0.954 -2.268
O 2.299 1.189 -1.289
O 0.989 -0.237 -2.242
H -1.732 -1.197 -0.865
H -2.242 1.222 -0.674
H -2.988 0.218 -1.918
H -2.297 2.194 -2.980
H -1.298 0.882 -3.574
H -1.212 3.791 -1.344
H 0.482 4.080 -1.691
H 1.589 2.846 -3.289
H 0.716 1.555 -4.156
C 4.343 -3.791 -5.321
C 4.568 -3.280 -3.884
C 4.737 -1.762 -3.924
C 5.850 -3.907 -3.308
C 3.393 -3.712 -3.024
C 3.085 -5.077 -2.891
C 2.017 -5.522 -2.143
C 1.233 -4.581 -1.476
S -0.010 -4.873 -0.301
C -0.096 -3.217 0.008
N 0.675 -2.447 -0.762
C 1.484 -3.218 -1.600
C 2.573 -2.773 -2.380
C -0.784 -2.548 1.097
C -1.652 -3.149 1.992
C -2.175 -2.387 3.035
C -1.836 -1.046 3.166
C -0.979 -0.441 2.253
C -0.423 -1.193 1.211
H 5.184 -3.486 -5.943
H 3.431 -3.377 -5.752
H 4.281 -4.878 -5.363
H 5.602 -1.515 -4.539
H 4.924 -1.341 -2.931
H 3.875 -1.262 -4.375
H 6.701 -3.612 -3.921
H 5.813 -4.996 -3.303
H 6.035 -3.566 -2.286
H 3.701 -5.809 -3.394
H 1.814 -6.581 -2.047
H 2.685 -1.735 -2.641
H -1.921 -4.194 1.898
H -2.850 -2.847 3.744
H -2.249 -0.461 3.977
H -0.758 0.614 2.358
I 3.450 -1.491 0.008
I 2.700 0.420 1.813
*
```